A 5-piece molecular cluster, C2H13O4S overall at a distorted geometry, computed with wB97M-V/def2-TZVPD.

Last column: Löwdin charge in e.
Geometry (Å):
1 C 0.336 -0.884 -2.008  -0.245
2 C -0.953 -0.629 -1.246  -0.811
3 S -1.608 -2.107 -0.386  0.176
4 H 0.563 -0.140 -2.779  0.047
5 H 0.313 -1.874 -2.469  0.040
6 H 1.187 -0.990 -1.317  0.049
7 H -1.691 -0.375 -2.019  0.025
8 H -0.957 0.251 -0.602  0.022
9 H 1.419 -1.924 1.340  0.034
10 H 0.197 -1.086 1.725  -0.024
11 O 1.070 -1.359 2.034  -0.082
12 H 1.181 1.945 -1.690  0.010
13 H 1.521 2.151 -0.204  -0.002
14 O 0.992 2.517 -0.940  -0.091
15 H -2.927 0.201 1.349  0.015
16 H -1.814 -0.589 1.902  -0.047
17 O -2.274 0.255 2.060  -0.125
18 H 0.724 2.226 1.831  0.063
19 H 1.238 0.749 1.814  0.012
20 O 1.482 1.661 1.606  -0.067

Computed properties:
- E_HOMO: -0.11589 Eh
- LUMO level: 3.62 eV
- F_max: 1.40 eV/Å
- Spin multiplicity: 1
- Energy above the lowest of the compared OMol25 structures with the same formula, charge and spin: 16.96 kcal per mole
- Calculated total energy: -21311.814 eV
- Total charge: -1

A 6-piece molecular cluster, C2H14IO6 overall, computed with wB97M-V/def2-TZVPD.

Last column: Löwdin charge in e.
Geometry (Å):
1 I 20.615 2.630 14.411  0.186
2 O 20.711 -0.329 16.613  -0.117
3 H 20.802 0.486 16.086  -0.110
4 H 21.189 -0.994 16.107  0.019
5 O 18.295 4.742 12.478  -0.126
6 H 18.690 4.771 11.601  0.018
7 H 18.836 4.091 12.962  -0.128
8 O 24.113 2.005 14.254  -0.115
9 H 24.330 2.734 13.664  0.036
10 H 23.152 2.109 14.417  -0.125
11 O 22.710 2.912 17.485  -0.113
12 H 22.333 2.831 16.591  -0.100
13 H 22.385 2.132 17.947  0.021
14 C 21.131 -0.082 11.252  -0.260
15 C 22.108 -0.360 12.404  -0.286
16 O 23.446 -0.012 12.115  -0.075
17 O 21.022 1.280 10.892  -0.111
18 H 20.122 -0.456 11.439  0.110
19 H 21.529 -0.605 10.379  0.109
20 H 22.068 -1.443 12.588  0.112
21 H 21.749 0.112 13.325  0.033
22 H 23.557 0.890 12.452  0.049
23 H 21.000 1.845 11.673  -0.028

Computed properties:
- E_HOMO: -0.19891 Eh
- LUMO level: 3.17 eV
- F_max: 0.95 eV/Å
- Spin multiplicity: 1
- Energy above the lowest of the compared OMol25 structures with the same formula, charge and spin: 0.00 kcal per mole
- Calculated total energy: -22690.195 eV
- Total charge: -1

A 4-piece molecular cluster, C2H14N2O3 overall at a distorted geometry, computed with wB97M-V/def2-TZVPD.

Last column: Löwdin charge in e.
Geometry (Å):
1 C -0.705 -0.965 1.520  -0.132
2 N -1.067 -0.788 0.148  -0.136
3 C -1.405 0.524 -0.319  -0.340
4 N -0.776 0.786 -1.596  0.012
5 H -1.585 -1.080 2.157  0.078
6 H -0.235 -0.066 1.899  0.062
7 H 0.092 -1.691 1.636  0.073
8 H -1.193 -1.557 -0.478  0.097
9 H -2.511 0.646 -0.382  0.111
10 H -1.152 1.242 0.465  0.081
11 H -1.205 1.526 -2.139  0.066
12 H -0.708 -0.023 -2.202  0.063
13 H 2.054 -0.306 -0.580  0.032
14 H 1.941 0.741 0.569  0.014
15 O 2.315 -0.109 0.328  -0.047
16 H 0.903 3.694 0.370  0.050
17 H 0.635 2.472 1.234  0.015
18 O 0.197 3.250 0.865  -0.058
19 H 1.540 -3.330 -0.699  0.044
20 H 0.751 -2.035 -0.412  -0.020
21 O 0.842 -2.764 -1.043  -0.064

Computed properties:
- E_HOMO: -0.30880 Eh
- LUMO level: 0.51 eV
- F_max: 1.65 eV/Å
- Structure (SMILES): CNCN.O.O.O
- Spin multiplicity: 1
- Energy above the lowest of the compared OMol25 structures with the same formula, charge and spin: 33.51 kcal per mole
- Calculated total energy: -11422.973 eV

Number 1: HOMO-LUMO gap 6.77 eV, M 133.189 g mol⁻¹. Number 2: HOMO-LUMO gap 8.59 eV, M 261.032 g mol⁻¹. Number 3: HOMO-LUMO gap 8.91 eV, M 114.145 g mol⁻¹.